{"formula": "C8H15F5N3OP2S2", "method": "wB97M-V/def2-TZVPD", "species": ["N", "P", "O", "C", "C", "C", "C", "C", "F", "F", "C", "F", "F", "F", "N", "C", "S", "C", "N", "P", "S", "H", "H", "H", "H", "H", "H", "H", "H", "H", "H", "H", "H", "H", "H", "H"], "coordinates": [[2.775, -2.711, 0.103], [1.887, -1.846, 1.391], [3.178, -1.198, 2.426], [0.853, -0.386, 0.735], [-0.684, -0.926, 0.904], [-1.424, -1.396, -0.477], [-2.338, -0.262, -1.218], [-3.384, 0.550, -0.255], [-3.762, -0.193, 1.000], [-4.676, 0.644, -1.034], [-2.957, 2.126, 0.039], [-1.943, 2.291, 1.104], [-4.174, 2.885, 0.509], [-2.466, 2.852, -1.155], [0.928, 0.651, 1.876], [1.880, 1.673, 1.773], [2.842, 1.330, 0.159], [1.312, 0.459, -0.583], [0.436, 1.689, -0.881], [1.906, -0.416, -2.168], [2.319, 0.903, -3.594], [3.812, -2.638, 0.329], [2.592, -3.754, 0.168], [2.715, -0.939, 3.292], [-0.615, -1.901, 1.590], [-1.263, -0.134, 1.544], [-2.096, -2.348, -0.294], [-0.576, -1.732, -1.225], [-1.709, 0.514, -1.869], [-3.006, -0.843, -2.019], [0.342, 0.720, 2.745], [2.053, 2.561, 2.530], [0.129, 1.687, -1.879], [1.053, 2.546, -0.799], [0.898, -1.297, -2.772], [3.162, -1.159, -1.996]], "multiplicity": 1, "gap_ha": 0.240, "total_charge": 1, "homo_energy_ev": -11.872}

{"formula": "C8H15FN3", "method": "wB97M-V/def2-TZVPD", "species": ["C", "C", "C", "C", "C", "C", "C", "C", "N", "N", "N", "F", "H", "H", "H", "H", "H", "H", "H", "H", "H", "H", "H", "H", "H", "H", "H"], "coordinates": [[0.814, 0.393, 0.847], [-0.461, 0.585, 0.400], [-2.562, 1.703, 0.124], [1.002, -0.716, -0.201], [1.409, -2.104, 0.442], [-0.628, -1.814, -2.565], [1.579, 0.991, 1.973], [-0.918, -0.440, -1.912], [-1.414, 1.486, 0.712], [-0.524, -0.487, -0.524], [0.774, 2.188, 2.365], [-0.293, 0.574, -2.653], [-3.230, 2.482, 0.325], [-2.839, 0.775, -0.488], [1.611, -0.526, -0.990], [1.349, -2.232, 1.554], [2.520, -2.270, 0.051], [0.807, -2.939, -0.077], [0.466, -2.085, -2.404], [-0.883, -1.743, -3.721], [-1.242, -2.714, -2.236], [2.654, 1.099, 1.546], [1.418, 0.465, 2.881], [-1.873, -0.201, -2.122], [0.881, 2.435, 3.372], [-1.175, 2.075, 1.550], [0.756, 3.019, 1.751]], "multiplicity": 1, "relative_energy_ev": 2.746, "gap_ha": [0.273, 0.273], "total_charge": 1, "homo_energy_ev": [-12.591, -12.591]}

{"formula": "C8H15IN2O4P", "method": "wB97M-V/def2-TZVPD", "species": ["C", "C", "N", "C", "C", "C", "N", "P", "O", "I", "H", "H", "H", "H", "H", "H", "H", "H", "H", "H", "H", "C", "C", "O", "C", "O", "O", "H", "H", "H", "H"], "coordinates": [[-4.089, -1.009, -0.139], [-3.086, -1.051, -0.749], [-1.929, -1.220, -1.486], [-1.054, -2.354, -0.972], [-0.828, -2.380, 0.526], [-0.908, -3.808, 1.113], [-2.091, -4.565, 0.735], [-1.150, 0.447, -1.816], [-0.239, 0.019, -3.075], [0.429, 0.915, -0.044], [-4.911, -0.935, 0.496], [-2.252, -1.520, -2.412], [-0.107, -2.295, -1.478], [-1.524, -3.273, -1.283], [-1.458, -1.715, 1.101], [0.184, -2.054, 0.708], [-0.919, -3.686, 2.183], [-0.008, -4.324, 0.826], [-2.876, -3.982, 0.498], [-1.894, -5.218, -0.003], [0.645, -0.263, -2.805], [2.105, 4.807, 0.671], [3.028, 3.760, 0.085], [4.283, 4.089, 0.667], [4.048, 4.773, 1.824], [4.870, 5.040, 2.626], [2.728, 5.096, 1.921], [1.089, 4.447, 0.825], [2.073, 5.717, 0.070], [2.757, 2.742, 0.390], [3.084, 3.802, -1.001]], "multiplicity": 1, "gap_ha": 0.304, "total_charge": 1, "homo_energy_ev": -12.682}

{"formula": "C8H15N2", "method": "wB97M-V/def2-TZVPD", "species": ["C", "C", "C", "C", "C", "C", "C", "C", "N", "N", "H", "H", "H", "H", "H", "H", "H", "H", "H", "H", "H", "H", "H", "H", "H"], "coordinates": [[-0.559, -0.438, 0.472], [0.495, -1.462, 0.408], [-0.302, 1.826, 0.389], [-1.838, 1.369, 0.097], [1.438, -0.279, 0.043], [1.588, 0.006, -1.436], [2.726, -0.106, 0.797], [-2.773, -1.109, -0.204], [0.368, 0.594, 0.663], [-1.703, -0.107, -0.054], [0.775, -1.869, 1.332], [0.471, -2.329, -0.254], [0.116, 2.307, -0.526], [-0.303, 2.328, 1.279], [-2.509, 1.500, 0.941], [-2.299, 1.702, -0.782], [1.449, -0.928, -1.999], [2.572, 0.481, -1.610], [0.822, 0.719, -1.694], [2.724, 0.974, 0.705], [3.481, -0.664, 0.259], [2.462, -0.362, 1.790], [-3.743, -0.983, 0.240], [-2.465, -1.940, 0.317], [-2.992, -1.230, -1.174]], "multiplicity": 1, "relative_energy_ev": 2.067, "gap_ha": 0.385, "total_charge": 1, "homo_energy_ev": -13.831}

{"formula": "C8H15N2", "method": "wB97M-V/def2-TZVPD", "species": ["C", "C", "C", "C", "C", "C", "C", "C", "N", "N", "H", "H", "H", "H", "H", "H", "H", "H", "H", "H", "H", "H", "H", "H", "H"], "coordinates": [[-1.633, -1.585, -0.961], [-1.103, -1.521, 1.292], [-1.880, 0.601, 0.188], [0.376, -0.023, -0.219], [-1.896, -0.862, 0.254], [-0.295, -1.371, -0.060], [-0.381, 2.385, -0.174], [1.856, 0.174, 0.337], [-0.479, 1.018, 0.300], [2.686, -0.919, -0.124], [-1.933, -2.571, -0.912], [-1.768, -1.163, -1.990], [-0.990, -0.801, 2.058], [-1.397, -2.461, 1.652], [-2.254, 1.039, -0.759], [-2.479, 0.929, 1.048], [0.636, 0.060, -1.338], [-0.558, 3.035, 0.708], [0.676, 2.459, -0.382], [-0.933, 2.491, -1.047], [1.890, 0.216, 1.418], [2.125, 1.101, -0.045], [3.511, -0.880, 0.405], [3.133, -0.744, -1.089], [0.312, -2.199, -0.272]], "multiplicity": 1, "relative_energy_ev": 3.689, "gap_ha": 0.304, "total_charge": 1, "homo_energy_ev": -12.773}

{"formula": "C8H15N2O", "method": "wB97M-V/def2-TZVPD", "species": ["C", "C", "C", "C", "C", "C", "C", "C", "N", "N", "O", "H", "H", "H", "H", "H", "H", "H", "H", "H", "H", "H", "H", "H", "H", "H"], "coordinates": [[0.637, -0.249, -0.025], [-0.675, -0.901, 0.003], [2.168, 1.361, -0.192], [2.899, 0.066, 0.008], [-4.126, 0.345, 0.101], [-0.287, 2.053, 0.151], [2.097, -2.246, -0.161], [-3.085, -0.794, 0.039], [0.726, 1.094, -0.144], [1.834, -0.888, 0.101], [-1.889, -0.372, 0.001], [-0.592, -1.994, -0.024], [2.683, 2.094, 0.497], [2.270, 1.688, -1.133], [3.508, -0.255, -0.905], [3.491, 0.105, 0.909], [-3.487, 1.173, 0.084], [-4.491, 0.356, 1.080], [-4.972, 0.478, -0.620], [-0.859, 1.993, -0.754], [-0.763, 1.563, 1.048], [-0.027, 3.061, 0.223], [3.035, -2.445, 0.370], [2.069, -2.546, -1.195], [1.275, -2.864, 0.391], [-3.440, -1.876, 0.146]], "multiplicity": 1, "relative_energy_ev": 4.929, "gap_ha": [0.275, 0.275], "total_charge": 1, "homo_energy_ev": [-11.657, -11.657]}

{"formula": "C8H15N2O", "method": "wB97M-V/def2-TZVPD", "species": ["O", "C", "N", "C", "C", "C", "C", "N", "C", "C", "C", "H", "H", "H", "H", "H", "H", "H", "H", "H", "H", "H", "H", "H", "H", "H"], "coordinates": [[2.051, -1.739, -1.293], [1.745, -0.469, -1.042], [0.670, 0.198, -1.129], [-0.598, -0.484, -1.503], [-1.058, -1.742, -0.615], [-1.818, -1.347, 0.677], [-1.155, -0.397, 1.511], [0.014, -0.091, 1.189], [0.932, 0.881, 1.640], [1.153, 1.976, 0.607], [0.621, 1.586, -0.785], [1.454, -2.316, -1.788], [2.618, 0.156, -0.912], [-0.398, -0.594, -2.576], [-1.432, 0.207, -1.388], [-0.326, -2.427, -0.291], [-1.806, -2.296, -1.316], [-2.949, -1.155, 0.561], [-1.989, -2.255, 1.225], [-1.787, 0.029, 2.316], [2.006, 0.302, 1.782], [0.642, 1.293, 2.645], [0.518, 2.805, 0.895], [2.124, 2.370, 0.502], [-0.382, 1.893, -0.900], [1.246, 2.128, -1.624]], "multiplicity": 1, "relative_energy_ev": 3.246, "gap_ha": 0.343, "total_charge": 1, "homo_energy_ev": -12.682}

{"formula": "C8H15N3O", "method": "wB97M-V/def2-TZVPD", "species": ["C", "C", "O", "C", "C", "C", "H", "H", "H", "H", "H", "H", "H", "H", "C", "N", "N", "C", "C", "N", "H", "H", "H", "H", "H", "H", "H"], "coordinates": [[-0.855, -2.510, 0.053], [-1.466, -1.386, -0.298], [-2.720, -1.060, 0.154], [-3.202, 0.229, 0.143], [-4.359, 0.504, 0.735], [-2.375, 1.301, -0.498], [-1.331, -3.289, 0.643], [0.174, -2.652, -0.238], [-1.021, -0.663, -0.975], [-4.960, -0.278, 1.208], [-4.789, 1.490, 0.662], [-2.916, 2.268, -0.390], [-1.402, 1.400, 0.006], [-2.210, 1.142, -1.572], [1.673, 2.726, -0.324], [2.410, 1.974, 0.370], [1.718, 1.022, 1.134], [2.196, -0.149, 0.937], [2.996, -0.622, -0.239], [3.529, -1.967, 0.001], [2.119, 3.510, -0.961], [0.584, 2.652, -0.321], [1.857, -0.914, 1.638], [2.321, -0.653, -1.116], [3.775, 0.128, -0.472], [4.350, -1.866, 0.598], [3.904, -2.335, -0.878]], "multiplicity": 1, "relative_energy_ev": 3.086, "gap_ha": 0.336, "homo_energy_ev": -8.425}

{"formula": "C8H15N4O", "method": "wB97M-V/def2-TZVPD", "species": ["C", "N", "C", "C", "C", "C", "O", "N", "C", "C", "N", "C", "N", "H", "H", "H", "H", "H", "H", "H", "H", "H", "H", "H", "H", "H", "H", "H"], "coordinates": [[-0.871, -2.136, -0.834], [-0.042, -1.075, -1.355], [1.280, -0.771, -0.752], [1.795, 0.492, -1.473], [2.344, -1.833, -0.615], [0.913, -0.258, 0.736], [1.552, -0.531, 1.714], [-0.171, 0.583, 0.880], [-0.714, 1.183, 1.988], [-1.747, 1.957, 1.573], [-2.563, 2.660, 2.314], [-1.831, 1.766, 0.206], [-0.944, 0.865, -0.207], [-0.830, -2.382, 0.335], [-1.934, -1.869, -1.148], [-0.618, -3.087, -1.313], [-0.002, -1.170, -2.340], [1.705, 0.326, -2.517], [2.737, 0.580, -0.943], [1.210, 1.404, -1.090], [2.445, -2.373, -1.470], [3.286, -1.315, -0.400], [1.997, -2.622, 0.069], [-0.174, 1.183, 2.887], [-3.258, 3.147, 1.882], [-2.523, 2.884, 3.305], [-2.429, 2.292, -0.511], [-0.613, 0.101, -0.921]], "multiplicity": 1, "relative_energy_ev": 0.316, "gap_ha": 0.312, "total_charge": 1, "homo_energy_ev": -12.357}